Computed, not measured: a cluster of 9 separate species, C5H30N2O9 in total at a distorted geometry, with the ωB97M-V functional and the def2-TZVPD basis.

CARTESIAN COORDINATES (ANGSTROEM)
C1 1.914 0.485 1.992
N1 1.082 0.304 3.292
C2 1.152 -1.064 3.882
O1 -0.046 -1.398 4.485
C3 1.223 1.238 0.880
C4 1.881 2.621 0.833
N2 1.349 0.464 -0.366
C5 0.288 0.868 -1.331
H1 2.802 1.005 2.404
H2 2.218 -0.513 1.739
H3 0.178 0.678 3.287
H4 2.026 -0.974 4.563
H5 1.180 -1.881 3.069
H6 -0.495 -0.843 5.127
H7 0.168 1.299 1.010
H8 1.281 3.211 0.261
H9 2.785 2.629 0.217
H10 2.138 2.819 1.849
H11 2.303 0.716 -0.786
H12 0.388 1.886 -1.610
H13 -0.820 0.637 -1.114
H14 0.330 0.275 -2.344
H15 -1.471 1.711 -4.504
H16 -2.122 1.456 -3.028
O2 -1.908 1.110 -3.891
H17 0.412 -1.800 -4.779
H18 -0.394 -0.605 -4.286
O3 0.540 -0.875 -4.323
H19 -2.928 -0.939 -0.884
H20 -2.714 -1.417 -2.344
O4 -3.123 -1.710 -1.524
H21 1.285 -3.095 -1.224
H22 1.245 -2.029 -0.127
O5 0.748 -2.730 -0.568
H23 -4.180 0.064 0.377
H24 -2.752 -0.188 1.042
O6 -3.254 0.236 0.272
H25 -3.075 2.046 -0.604
H26 -4.339 1.974 -1.466
O7 -3.598 2.528 -1.303
H27 4.057 -2.410 -0.756
H28 3.435 -1.460 -1.883
O8 3.247 -1.964 -1.087
H29 -0.924 -1.534 1.295
H30 -1.792 -1.426 2.584
O9 -1.721 -1.406 1.672

Forces on the atoms, in the same order (eV/Å):
-0.28 -0.29 3.53
2.35 -2.42 -3.16
-0.93 0.55 0.03
-0.58 -0.66 -0.30
1.18 -0.21 -1.47
1.10 -2.30 -0.23
0.63 1.36 -0.26
-1.25 -2.78 -2.43
-0.13 -0.10 -0.67
0.19 -0.57 -0.36
-1.72 1.12 0.20
-0.27 -0.75 -0.34
0.86 1.41 0.96
0.73 0.46 0.40
-0.94 0.24 0.66
-1.95 2.49 -0.62
0.36 -0.55 0.40
-0.13 1.40 0.43
-1.82 -0.89 0.62
-0.04 1.23 -0.09
1.84 0.34 0.82
0.67 0.92 2.03
-0.25 0.39 0.71
-0.08 1.01 0.04
0.24 -1.41 -0.72
0.72 2.58 1.30
0.23 0.37 0.12
-1.04 -2.85 -1.41
-0.59 -1.65 -1.32
-0.04 -0.15 -0.20
0.59 1.46 1.02
1.52 -0.60 -1.41
0.26 -0.24 -0.78
-2.15 0.91 2.31
-0.78 -0.26 0.23
-0.96 0.31 -1.36
1.69 0.27 1.39
-1.12 0.56 -0.99
-1.03 -0.78 -0.24
2.21 0.24 1.01
-0.62 0.60 -0.79
0.42 -0.20 -0.09
0.66 -0.34 0.77
4.18 -1.11 -1.55
0.60 -0.54 2.76
-4.55 1.41 -0.96

Values from the calculation:
Multiplicity: 2
Total charge: +1
Max |F| in eV/A: 4.86
Energy above the lowest of the compared OMol25 structures with the same formula, charge and spin in kJ/mol: 513.3

=====

Computed, not measured: a cluster of 2 separate species, C9H14OS in total at a distorted geometry, with the ωB97M-V functional and the def2-TZVPD basis.

CARTESIAN COORDINATES (ANGSTROEM)
C1 -0.112 2.482 -0.145
C2 0.702 0.756 -1.831
C3 0.755 1.349 -0.589
C4 1.495 -0.388 -2.061
C5 2.241 -0.925 -1.038
C6 1.698 0.885 0.335
C7 2.317 -0.345 0.227
O1 3.038 -2.016 -1.246
H1 0.248 1.242 -2.689
H2 1.214 -1.005 -2.909
H3 -0.430 2.442 0.889
H4 -0.989 2.719 -0.715
H5 1.635 1.304 1.335
H6 3.200 -2.238 -2.165
H7 2.895 -0.948 0.917
H8 0.408 3.430 -0.268
C8 -1.260 -1.280 2.328
C9 -3.202 -0.668 0.322
S1 -1.910 -1.867 0.720
H9 -1.988 -1.607 3.076
H10 -0.330 -1.784 2.533
H11 -1.224 -0.196 2.274
H12 -3.043 0.287 0.818
H13 -4.152 -1.065 0.646
H14 -3.206 -0.565 -0.764

Forces on the atoms, in the same order (eV/Å):
0.31 1.35 -0.32
1.20 -0.36 -0.30
0.30 0.48 0.15
-1.62 0.29 0.15
0.72 -0.27 -0.66
-1.32 -1.30 1.90
0.25 0.03 -1.75
0.16 -0.68 0.67
-0.68 -0.30 0.29
0.73 0.17 -0.37
0.11 -0.31 0.29
-0.65 -0.72 -0.62
0.29 0.35 -0.05
-0.40 0.30 -0.16
0.05 0.74 0.53
0.50 0.19 0.31
-1.68 -0.36 -0.40
0.11 -0.28 0.19
0.73 -0.13 -0.12
0.23 0.33 0.16
0.44 0.16 -0.15
0.46 0.02 0.26
0.18 0.09 -0.17
-0.40 0.02 0.04
0.00 0.18 0.14

Values from the calculation:
Max |F| in eV/A: 2.66
SMILES string: Cc1ccc(O)cc1.CSC
Energy above the lowest of the compared OMol25 structures with the same formula, charge and spin in kJ/mol: 81.1

=====

Computed, not measured: the molecule C2H4BrNO2 at a distorted geometry, with the ωB97M-V functional and the def2-TZVPD basis.

CARTESIAN COORDINATES (ANGSTROEM)
C1 -0.035 -0.013 -1.212
C2 -0.139 0.415 0.256
N1 0.482 -0.600 1.248
O1 0.301 -0.284 2.417
O2 0.965 -1.645 0.862
Br1 -1.910 0.789 0.706
H1 -0.451 -0.876 -1.445
H2 1.055 0.060 -1.631
H3 -0.675 0.679 -1.592
H4 0.405 1.474 0.390

Forces on the atoms, in the same order (eV/Å):
4.80 2.73 2.03
2.92 1.39 -0.87
-1.26 0.32 1.10
0.73 -0.37 -0.71
-0.09 0.95 -0.25
-1.29 -0.07 0.53
-1.62 -4.43 -0.56
-2.13 -0.06 0.82
-1.25 2.29 -2.08
-0.81 -2.76 -0.01

Values from the calculation:
Max |F| in eV/A: 5.88
SMILES string: C[C@@H](Br)[N+](=O)[O-]
Energy above the lowest of the compared OMol25 structures with the same formula, charge and spin in kJ/mol: 357.5

=====

Computed, not measured: the ion C5H11NOS with charge -1 at a distorted geometry, with the ωB97M-V functional and the def2-TZVPD basis.

CARTESIAN COORDINATES (ANGSTROEM)
C1 0.148 1.078 1.320
N1 0.580 0.437 0.118
C2 -0.451 -0.079 -0.788
C3 0.212 -0.263 -2.183
S1 -0.825 -0.277 -3.648
C4 -1.204 -1.301 -0.189
O1 -2.417 -1.080 0.164
C5 0.963 0.616 2.566
H1 0.293 2.176 1.227
H2 -0.923 0.921 1.469
H3 1.395 -0.158 0.106
H4 -1.142 0.752 -0.957
H5 0.987 0.505 -2.279
H6 0.715 -1.243 -2.166
H7 -1.227 -1.562 -3.739
H8 -0.585 -1.986 0.404
H9 1.863 1.223 2.664
H10 1.300 -0.415 2.463
H11 0.317 0.656 3.448

Forces on the atoms, in the same order (eV/Å):
0.73 0.01 0.75
0.48 0.17 -1.50
-0.13 -0.24 -0.37
0.65 -1.28 1.23
-0.32 0.45 -0.50
-0.18 1.39 -0.98
-0.59 -0.34 0.30
-0.60 0.05 -0.58
-0.16 -0.24 0.10
0.05 -0.29 0.01
-0.06 0.02 0.74
-0.48 -0.24 0.34
-0.25 0.05 -0.40
0.11 0.26 -0.05
0.21 0.14 0.50
0.43 -0.16 0.12
-0.05 0.12 0.31
-0.20 -0.11 -0.12
0.37 0.24 0.10

Values from the calculation:
Multiplicity: 2
Total charge: -1
Max |F| in eV/A: 1.89
Energy above the lowest of the compared OMol25 structures with the same formula, charge and spin in kJ/mol: 88.0